{
  "formula": "C29H37IrN4O2PS2",
  "method": "the ωB97M-V functional and the def2-TZVPD basis",
  "spin_multiplicity": 6,
  "s_squared": 8.81,
  "homo_energy_ev": [-11.84, -14.28],
  "charge": 2,
  "total_energy_ha": -2738.228523,
  "symbols": ["Ir", "C", "C", "N", "N", "C", "N", "S", "C", "C", "C", "C", "C", "N", "H", "H", "H", "H", "H", "H", "H", "H", "H", "H", "O", "C", "O", "C", "C", "C", "C", "C", "C", "S", "H", "H", "H", "H", "C", "C", "C", "C", "P", "C", "C", "C", "C", "C", "C", "C", "C", "C", "C", "H", "H", "H", "H", "H", "H", "H", "H", "H", "H", "H", "H", "H", "H", "H", "H", "H", "H", "H", "H", "H", "H", "H"],
  "coordinates": [[-0.095209, 1.526432, 0.173451], [3.925791, 1.395332, -1.276549], [2.449291, 1.404932, -1.063549], [1.853091, 1.408032, 0.166251], [2.562191, 1.614632, 1.315751], [1.940891, 1.661632, 2.502151], [2.642891, 1.658232, 3.643051], [0.215691, 1.645432, 2.542051], [1.551391, 1.331732, -2.147849], [1.952291, 1.292732, -3.505549], [1.010991, 1.198832, -4.494349], [-0.345709, 1.107632, -4.149449], [-0.690509, 1.165832, -2.815049], [0.206991, 1.284732, -1.842049], [4.499691, 1.352732, -0.356149], [4.250791, 2.281432, -1.821749], [4.202691, 0.525032, -1.870449], [3.576891, 1.688632, 1.253051], [3.648591, 1.710932, 3.646151], [2.164191, 1.758132, 4.524551], [2.999291, 1.347032, -3.750549], [1.300191, 1.200832, -5.532049], [-1.107009, 1.000732, -4.903849], [-1.728809, 1.127232, -2.512649], [-4.167809, 2.006632, 0.568751], [-3.094109, 2.494532, 0.313451], [-2.034109, 1.835132, 0.040051], [-3.004509, 4.032132, 0.281751], [-4.207809, 4.716632, 0.367051], [-4.255209, 6.106032, 0.395251], [-3.075809, 6.841432, 0.379851], [-1.873109, 6.185632, 0.279651], [-1.809009, 4.774832, 0.199951], [-0.217209, 4.180532, -0.013449], [-5.121809, 4.143032, 0.413151], [-5.206309, 6.613432, 0.434651], [-3.099509, 7.918632, 0.446251], [-0.945509, 6.733232, 0.251951], [1.056591, -3.890368, 2.158551], [1.012491, -2.369868, 2.047051], [2.413291, -1.861868, 1.704651], [0.497191, -1.774968, 3.350351], [-0.101009, -1.828868, 0.584951], [0.608391, -2.709868, -0.849349], [0.357491, -4.056068, -1.117749], [0.951291, -4.672168, -2.204049], [1.790091, -3.961468, -3.046649], [2.043191, -2.623568, -2.790449], [1.460691, -2.007068, -1.698649], [-1.967809, -2.216768, 0.681351], [-2.257109, -3.603068, 1.248351], [-2.627509, -1.162868, 1.564251], [-2.477809, -2.084468, -0.751349], [1.713091, -4.135868, 2.992651], [1.467991, -4.352768, 1.264751], [0.083091, -4.319168, 2.373651], [3.085191, -2.032768, 2.544451], [2.402691, -0.800768, 1.475151], [2.806991, -2.398768, 0.843851], [1.253591, -1.882668, 4.125651], [-0.393909, -2.298768, 3.684151], [0.261291, -0.717068, 3.260751], [-0.279909, -4.642768, -0.478849], [0.753691, -5.716468, -2.394049], [2.242591, -4.447668, -3.895549], [2.690791, -2.061468, -3.445649], [1.654091, -0.966568, -1.498449], [-2.025009, -3.657568, 2.308151], [-1.740309, -4.400468, 0.723551], [-3.324909, -3.789368, 1.138251], [-2.175809, -1.116668, 2.552251], [-3.682909, -1.401668, 1.680951], [-2.569109, -0.180768, 1.098351], [-2.123909, -2.890068, -1.392249], [-2.167509, -1.131068, -1.179949], [-3.566009, -2.106168, -0.746049]],
  "atomic_forces_ev_per_a": [[0.2145, 1.0610, 1.1365], [-0.1220, 0.0244, 0.0165], [0.4235, 0.0379, -0.9956], [-0.9703, -0.0811, 0.3262], [0.7797, 0.2935, 1.0523], [-0.3087, -0.1654, -0.5331], [0.0284, 0.0855, -0.3520], [-0.0840, 0.1505, -0.5167], [0.0898, 0.1234, -0.1182], [0.0254, -0.0117, 0.2542], [-0.3365, -0.0486, 0.1176], [0.2777, 0.0050, 0.0649], [-0.3946, -0.0666, -0.3271], [0.1321, 0.2181, 0.1023], [0.0904, -0.0493, 0.0286], [0.0282, 0.0629, -0.0135], [0.1193, -0.0685, -0.0143], [-0.4035, -0.0810, -0.0127], [0.0092, -0.0095, 0.0762], [-0.0138, 0.0634, -0.0890], [0.1395, 0.0439, -0.0334], [0.1011, -0.0497, -0.1288], [-0.1047, 0.0375, -0.0196], [-0.0030, 0.0292, 0.1101], [0.2111, -0.4497, -0.0781], [-1.4366, 1.8009, 0.5287], [1.0777, -1.3205, -0.7817], [-0.3772, -0.6111, 0.0333], [0.2037, -0.4206, -0.0280], [0.1680, 0.0749, -0.0045], [0.0867, 0.0726, 0.0341], [0.0271, 0.2524, -0.0551], [0.4890, -0.1856, -0.0666], [-0.0817, -0.0729, 0.0404], [0.0190, -0.0867, 0.0121], [-0.1066, 0.0135, 0.0427], [0.0049, 0.0577, -0.0408], [0.0998, 0.1560, -0.0204], [-0.1696, -0.1370, -0.2568], [-0.1490, 0.4761, -0.0674], [-0.1214, -0.0034, -0.1973], [-0.1644, 0.0748, -0.0530], [0.0258, -2.1415, 0.1654], [-0.0784, 0.4854, 0.1028], [-0.1145, -0.0416, 0.0922], [-0.0315, -0.0892, -0.0118], [0.0011, 0.1235, 0.0493], [0.0394, -0.0419, -0.0833], [-0.1108, 0.0818, 0.1461], [0.2528, 0.3932, -0.0219], [0.2844, -0.1317, 0.0417], [0.1582, 0.2883, -0.0644], [0.1425, -0.0101, -0.0956], [0.0857, 0.0245, 0.0913], [0.0237, -0.0577, -0.0185], [-0.0494, -0.0802, 0.0227], [-0.0219, -0.0519, 0.1094], [0.0788, 0.1321, 0.0063], [0.1097, 0.0278, -0.0678], [0.0978, -0.1025, 0.0500], [-0.1399, -0.0372, 0.0943], [0.0207, -0.0692, 0.0578], [-0.0651, -0.0529, 0.0312], [-0.0174, -0.0735, 0.0031], [0.0555, -0.0602, -0.1026], [0.0711, 0.0704, -0.0544], [0.1029, 0.1124, -0.0042], [0.0230, -0.0491, 0.1073], [-0.0282, -0.0715, 0.0420], [-0.1159, 0.0862, -0.0273], [-0.0152, -0.0109, 0.1499], [-0.0713, -0.0599, 0.0074], [-0.0756, 0.0219, 0.0899], [0.0049, 0.0084, -0.0336], [-0.0492, 0.0774, -0.1205], [-0.0917, 0.0031, 0.0725]]
}